[1]
{"formula": "C32H48ClNO28S8", "method": "wB97M-V/def2-TZVPD", "total_energy_ev": -191979.7272, "e_homo_ev": -7.729, "charge": 0, "orbital_gap_ev": 7.513, "smiles": "CCCCCCc1cccc2c1Sc1ccccc1N2Cl.O=S1(=O)OCCO1.O=S1(=O)OCCO1.O=S1(=O)OCCO1.O=S1(=O)OCCO1.O=S1(=O)OCCO1.O=S1(=O)OCCO1.O=S1(=O)OCCO1", "species": ["C", "C", "C", "C", "C", "C", "C", "C", "C", "C", "C", "C", "S", "C", "C", "C", "C", "C", "C", "N", "Cl", "H", "H", "H", "H", "H", "H", "H", "H", "H", "H", "H", "H", "H", "H", "H", "H", "H", "H", "H", "H", "C", "C", "O", "S", "O", "O", "O", "H", "H", "H", "H", "C", "C", "O", "S", "O", "O", "O", "H", "H", "H", "H", "C", "C", "O", "S", "O", "O", "O", "H", "H", "H", "H", "C", "C", "O", "S", "O", "O", "O", "H", "H", "H", "H", "C", "C", "O", "S", "O", "O", "O", "H", "H", "H", "H", "C", "C", "O", "S", "O", "O", "O", "H", "H", "H", "H", "C", "C", "O", "S", "O", "O", "O", "H", "H", "H", "H"], "positions_angstrom": [[-5.111, -0.951, 0.405], [-4.219, -2.110, -0.122], [-2.726, -1.708, -0.137], [-2.254, -1.157, -1.516], [-0.991, -1.856, -2.036], [0.248, -1.701, -1.134], [0.530, -0.304, -0.604], [0.660, -0.181, 0.758], [0.959, 1.039, 1.335], [1.093, 2.132, 0.528], [0.976, 2.071, -0.850], [0.696, 0.830, -1.398], [0.579, 0.604, -3.157], [0.873, 2.233, -3.790], [0.850, 2.380, -5.172], [1.096, 3.572, -5.781], [1.393, 4.680, -4.945], [1.387, 4.521, -3.600], [1.126, 3.299, -2.971], [1.162, 3.303, -1.550], [0.266, 4.617, -0.858], [-4.577, -0.506, 1.255], [-6.082, -1.303, 0.765], [-5.216, -0.202, -0.386], [-4.596, -2.361, -1.121], [-4.373, -3.001, 0.492], [-2.578, -0.935, 0.626], [-2.174, -2.619, 0.105], [-2.202, -0.061, -1.526], [-3.055, -1.420, -2.223], [-1.214, -2.934, -2.063], [-0.805, -1.589, -3.081], [0.068, -2.357, -0.273], [1.146, -2.112, -1.620], [0.544, -1.067, 1.377], [1.086, 1.103, 2.412], [1.341, 3.083, 0.992], [0.651, 1.511, -5.797], [1.101, 3.662, -6.861], [1.621, 5.630, -5.413], [1.626, 5.388, -2.990], [3.729, 8.681, -1.904], [2.216, 8.686, -1.953], [1.902, 9.219, -3.244], [3.036, 8.786, -4.294], [2.587, 7.642, -5.001], [3.501, 9.946, -4.955], [4.137, 8.310, -3.225], [4.124, 9.676, -1.690], [4.119, 7.974, -1.176], [1.773, 9.296, -1.171], [1.812, 7.671, -1.895], [-4.396, -6.535, -1.564], [-5.775, -7.003, -1.980], [-6.671, -6.312, -1.101], [-6.061, -4.870, -0.742], [-6.649, -3.903, -1.595], [-6.048, -4.736, 0.668], [-4.563, -5.147, -1.253], [-4.054, -7.048, -0.664], [-3.658, -6.660, -2.352], [-5.898, -8.078, -1.881], [-6.006, -6.704, -3.005], [-0.288, -5.512, 3.137], [-1.799, -5.563, 3.064], [-2.108, -5.039, 1.763], [-0.941, -5.432, 0.738], [-1.339, -6.587, 0.016], [-0.485, -4.250, 0.097], [0.154, -5.866, 1.821], [0.066, -4.502, 3.356], [0.114, -6.204, 3.871], [-2.277, -4.971, 3.839], [-2.167, -6.590, 3.114], [-2.349, 5.191, -5.552], [-3.127, 4.452, -4.484], [-3.740, 5.483, -3.703], [-4.092, 6.729, -4.654], [-5.454, 6.641, -5.037], [-3.547, 7.900, -4.073], [-3.188, 6.298, -5.909], [-1.406, 5.577, -5.159], [-2.151, 4.573, -6.424], [-2.489, 3.826, -3.864], [-3.921, 3.841, -4.919], [4.576, -1.603, -0.693], [5.908, -1.807, -0.001], [5.591, -2.563, 1.174], [4.352, -3.535, 0.863], [4.850, -4.824, 0.552], [3.361, -3.323, 1.855], [3.874, -2.837, -0.500], [3.999, -0.804, -0.222], [4.686, -1.393, -1.754], [6.387, -0.869, 0.268], [6.590, -2.400, -0.614], [3.043, 3.974, 5.809], [3.109, 3.973, 4.297], [3.784, 2.753, 3.968], [3.417, 1.629, 5.055], [2.369, 0.823, 4.541], [4.621, 1.074, 5.550], [2.795, 2.609, 6.164], [3.996, 4.274, 6.250], [2.251, 4.614, 6.190], [3.653, 4.827, 3.901], [2.111, 3.940, 3.854], [1.923, -5.017, 8.029], [1.733, -4.882, 6.534], [1.032, -6.075, 6.153], [0.063, -6.532, 7.351], [-1.244, -6.053, 7.079], [0.324, -7.891, 7.643], [0.707, -5.615, 8.499], [2.749, -5.689, 8.268], [2.085, -4.058, 8.514], [2.675, -4.805, 5.996], [1.104, -4.023, 6.288]]}

[2]
{"formula": "C2HClNOS2", "method": "wB97M-V/def2-TZVPD", "e_above_lowest_kj_mol": 339.8, "total_energy_ev": -39819.1789, "e_homo_ev": -3.327, "charge": -1, "orbital_gap_ev": 6.635, "species": ["C", "C", "N", "O", "S", "S", "Cl", "H"], "positions_angstrom": [[1.365, -0.816, 0.205], [-0.944, -0.631, -0.246], [0.263, -0.960, -0.391], [0.428, 0.944, 1.521], [-2.380, -1.290, -0.693], [-0.850, 1.052, 0.768], [2.625, 0.018, -0.709], [-0.507, 1.681, -0.455]]}

[3]
{"formula": "C50H91Cl24NO7", "method": "wB97M-V/def2-TZVPD", "total_energy_ev": -369684.6881, "e_homo_ev": -7.428, "charge": 0, "orbital_gap_ev": 7.923, "species": ["C", "O", "C", "C", "C", "C", "C", "C", "C", "C", "C", "C", "O", "O", "O", "C", "O", "O", "C", "C", "C", "C", "C", "O", "C", "C", "C", "C", "C", "N", "C", "C", "C", "C", "H", "H", "H", "H", "H", "H", "H", "H", "H", "H", "H", "H", "H", "H", "H", "H", "H", "H", "H", "H", "H", "H", "H", "H", "H", "H", "H", "H", "H", "H", "H", "H", "H", "H", "H", "H", "H", "H", "H", "H", "H", "H", "H", "Cl", "C", "C", "Cl", "H", "H", "H", "H", "Cl", "C", "C", "Cl", "H", "H", "H", "H", "Cl", "C", "C", "Cl", "H", "H", "H", "H", "Cl", "C", "C", "Cl", "H", "H", "H", "H", "Cl", "C", "C", "Cl", "H", "H", "H", "H", "Cl", "C", "C", "Cl", "H", "H", "H", "H", "Cl", "C", "C", "Cl", "H", "H", "H", "H", "Cl", "C", "C", "Cl", "H", "H", "H", "H", "Cl", "C", "C", "Cl", "H", "H", "H", "H", "Cl", "C", "C", "Cl", "H", "H", "H", "H", "Cl", "C", "C", "Cl", "H", "H", "H", "H", "Cl", "C", "C", "Cl", "H", "H", "H", "H"], "positions_angstrom": [[8.944, -1.375, 1.313], [9.236, 0.016, 1.569], [8.229, 0.770, 0.877], [8.206, 2.304, 1.250], [7.844, 3.269, 0.051], [6.808, 2.671, -0.987], [5.811, 3.763, -1.604], [4.299, 3.463, -1.164], [3.449, 2.715, -2.271], [2.770, 1.374, -1.753], [3.949, 0.363, -1.369], [4.036, -0.042, 0.138], [3.843, -1.207, 0.423], [4.366, 0.815, 1.172], [2.161, 0.681, -2.887], [1.217, -0.241, -2.360], [0.690, -1.114, -2.954], [1.020, 0.122, -1.007], [1.493, 1.475, -0.854], [0.329, 2.366, -1.516], [-1.107, 2.003, -0.915], [-1.957, 1.034, -1.839], [-2.672, -0.140, -1.046], [-1.890, -0.694, 0.013], [-1.310, -1.972, -0.324], [1.592, 2.109, 0.599], [1.204, 1.074, 1.756], [1.327, 1.880, 3.149], [0.026, 1.765, 4.037], [-0.949, 2.856, 3.872], [-1.458, 3.534, 4.994], [-2.448, 4.534, 4.555], [-2.525, 4.493, 3.041], [-1.545, 3.421, 2.754], [9.881, -1.992, 1.210], [8.324, -1.542, 0.381], [8.336, -1.739, 2.196], [8.316, 0.579, -0.241], [7.224, 0.343, 1.199], [9.198, 2.543, 1.724], [7.411, 2.462, 2.043], [8.796, 3.490, -0.505], [7.459, 4.239, 0.490], [6.198, 1.903, -0.437], [7.362, 2.223, -1.859], [5.912, 3.889, -2.712], [6.086, 4.740, -1.096], [4.365, 2.935, -0.177], [3.809, 4.460, -0.951], [2.593, 3.395, -2.568], [4.074, 2.473, -3.172], [4.914, 0.842, -1.710], [3.861, -0.581, -1.979], [4.083, 0.342, 1.980], [0.259, 2.235, -2.630], [0.520, 3.465, -1.348], [-1.030, 1.628, 0.140], [-1.670, 2.988, -0.888], [-2.789, 1.638, -2.317], [-1.282, 0.636, -2.642], [-3.589, 0.317, -0.557], [-3.002, -0.909, -1.823], [-1.156, -2.126, -1.426], [-0.323, -2.037, 0.197], [-1.985, -2.767, 0.142], [2.592, 2.542, 0.851], [0.853, 2.956, 0.708], [0.159, 0.672, 1.600], [1.887, 0.181, 1.730], [2.146, 1.334, 3.715], [1.654, 2.943, 3.010], [0.263, 1.691, 5.137], [-0.489, 0.805, 3.722], [-1.219, 3.362, 6.064], [-3.040, 5.200, 5.222], [-3.161, 5.087, 2.352], [-1.346, 3.138, 1.696], [1.157, 8.203, 1.035], [1.145, 8.717, 2.739], [2.524, 9.086, 3.237], [3.598, 7.668, 3.360], [0.706, 7.914, 3.332], [0.487, 9.583, 2.801], [2.451, 9.515, 4.236], [3.003, 9.817, 2.585], [-3.116, -4.913, -2.223], [-4.735, -4.648, -2.924], [-4.984, -3.193, -3.243], [-5.124, -2.196, -1.770], [-5.477, -5.038, -2.225], [-4.784, -5.243, -3.836], [-5.926, -3.088, -3.789], [-4.185, -2.778, -3.860], [9.170, -2.475, -1.984], [10.943, -2.313, -1.909], [11.629, -3.640, -1.674], [11.316, -4.281, -0.042], [11.183, -1.592, -1.127], [11.262, -1.897, -2.865], [12.709, -3.518, -1.764], [11.310, -4.389, -2.398], [-2.949, 2.433, 6.713], [-4.143, 2.207, 8.023], [-5.135, 3.345, 8.138], [-4.403, 4.858, 8.746], [-3.600, 2.062, 8.957], [-4.674, 1.282, 7.789], [-5.912, 3.078, 8.855], [-5.612, 3.558, 7.182], [-4.266, -5.034, -6.718], [-5.523, -4.193, -7.660], [-6.174, -3.076, -6.876], [-7.165, -3.692, -5.530], [-6.254, -4.934, -7.985], [-5.034, -3.785, -8.546], [-6.840, -2.508, -7.526], [-5.434, -2.389, -6.464], [0.600, 7.220, 6.356], [-0.698, 8.208, 7.073], [-1.437, 9.020, 6.034], [-0.414, 10.310, 5.349], [-0.255, 8.844, 7.839], [-1.390, 7.518, 7.561], [-2.298, 9.511, 6.488], [-1.792, 8.394, 5.218], [-2.663, -4.545, 1.617], [-1.461, -5.790, 1.172], [-0.129, -5.588, 1.864], [0.733, -4.144, 1.286], [-1.356, -5.783, 0.089], [-1.882, -6.748, 1.466], [0.521, -6.441, 1.664], [-0.250, -5.497, 2.943], [-7.479, -7.121, -9.938], [-6.374, -8.120, -8.961], [-7.098, -8.866, -7.862], [-7.712, -7.769, -6.601], [-5.597, -7.470, -8.558], [-5.905, -8.831, -9.642], [-6.413, -9.559, -7.374], [-7.939, -9.438, -8.252], [-7.618, -5.522, -2.705], [-9.198, -6.052, -3.336], [-10.245, -6.151, -2.249], [-9.911, -7.483, -1.115], [-9.056, -7.005, -3.845], [-9.505, -5.313, -4.078], [-11.220, -6.351, -2.694], [-10.314, -5.228, -1.675], [-4.320, 8.487, 5.131], [-5.765, 7.993, 4.208], [-6.845, 7.480, 5.133], [-6.427, 5.926, 5.899], [-5.468, 7.250, 3.467], [-6.123, 8.876, 3.678], [-7.769, 7.312, 4.579], [-7.047, 8.200, 5.925], [-1.068, -8.441, -0.347], [0.029, -9.448, 0.633], [-0.699, -10.175, 1.741], [-1.292, -9.063, 3.000], [0.817, -8.805, 1.025], [0.484, -10.170, -0.046], [-0.021, -10.875, 2.231], [-1.550, -10.738, 1.359], [4.597, -3.989, -6.072], [4.265, -2.476, -5.191], [2.808, -2.080, -5.259], [2.321, -1.586, -6.901], [4.911, -1.698, -5.600], [4.553, -2.646, -4.152], [2.625, -1.228, -4.605], [2.157, -2.895, -4.944]]}

- Among the records above, which one has the lowest charge?
  C2HClNOS2

Please write out number 2 again, unchanged.
{"formula": "C2HClNOS2", "method": "wB97M-V/def2-TZVPD", "e_above_lowest_kj_mol": 339.8, "total_energy_ev": -39819.1789, "e_homo_ev": -3.327, "charge": -1, "orbital_gap_ev": 6.635, "species": ["C", "C", "N", "O", "S", "S", "Cl", "H"], "positions_angstrom": [[1.365, -0.816, 0.205], [-0.944, -0.631, -0.246], [0.263, -0.960, -0.391], [0.428, 0.944, 1.521], [-2.380, -1.290, -0.693], [-0.850, 1.052, 0.768], [2.625, 0.018, -0.709], [-0.507, 1.681, -0.455]]}

Please write out number 2 again, unchanged.
{"formula": "C2HClNOS2", "method": "wB97M-V/def2-TZVPD", "e_above_lowest_kj_mol": 339.8, "total_energy_ev": -39819.1789, "e_homo_ev": -3.327, "charge": -1, "orbital_gap_ev": 6.635, "species": ["C", "C", "N", "O", "S", "S", "Cl", "H"], "positions_angstrom": [[1.365, -0.816, 0.205], [-0.944, -0.631, -0.246], [0.263, -0.960, -0.391], [0.428, 0.944, 1.521], [-2.380, -1.290, -0.693], [-0.850, 1.052, 0.768], [2.625, 0.018, -0.709], [-0.507, 1.681, -0.455]]}

- What is the charge in the first record?
  0